# 1
{"formula": "C20H28N4O4", "method": "the ωB97M-V functional and the def2-TZVPD basis", "energy_ha": -1298.84747, "lumo_ev": 0.44, "gap_ev": 9.49, "total_charge": 0, "homo_ev": -9.055, "elements": ["O", "O", "O", "O", "N", "N", "N", "N", "C", "C", "C", "C", "C", "C", "C", "C", "C", "C", "C", "C", "C", "C", "C", "C", "C", "C", "C", "C", "H", "H", "H", "H", "H", "H", "H", "H", "H", "H", "H", "H", "H", "H", "H", "H", "H", "H", "H", "H", "H", "H", "H", "H", "H", "H", "H", "H"], "coordinates": [[-3.464462, -0.924533, -0.149760], [6.244487, 3.245801, -2.921462], [-6.290359, -1.284622, 2.419848], [3.830272, 0.322395, -0.828954], [-1.345598, -0.233331, 0.226683], [2.411187, 0.947352, -2.481241], [-4.392353, -0.068466, 2.291467], [5.321560, 4.205146, -2.539648], [6.629043, 0.903289, -3.051178], [-5.073980, -1.254384, 2.432251], [4.473941, 2.133324, -2.234332], [-3.917932, -2.557768, 4.203058], [-5.046363, -3.744188, 2.286310], [3.560116, 1.055421, -1.765490], [6.070480, -0.470084, -3.323455], [-0.347039, 0.443181, 1.012337], [-0.894656, -0.458776, -1.143740], [0.656652, 0.987005, 0.046444], [6.826295, -0.224647, -2.060449], [0.226900, 0.572652, -1.360789], [-2.635769, -0.430534, 0.592274], [-0.236252, 1.930201, 0.806499], [4.284940, 3.537549, -2.131350], [1.375634, -0.020422, -2.168538], [-4.258287, -2.512421, 2.709766], [-5.156871, 1.097024, 1.878516], [-2.980463, -0.017993, 2.026563], [5.741561, 2.021306, -2.720839], [7.827460, -0.620624, -1.970099], [-4.466163, -4.645678, 2.490789], [-1.044382, 2.409361, 0.266768], [-3.337737, -3.452205, 4.434109], [2.288128, 1.566307, -3.264535], [-4.666039, 1.998029, 2.248152], [-2.627295, 1.000493, 2.200878], [-2.423287, -0.651850, 2.718348], [-5.988271, -3.799451, 2.829888], [-0.049941, -0.011011, 1.948197], [-5.238784, 1.149418, 0.788898], [0.996923, -0.437335, -3.103941], [-1.734591, -0.348164, -1.826447], [-0.508466, -1.478428, -1.252189], [-6.155668, 1.030960, 2.296957], [-0.166646, 1.439516, -1.900671], [4.999750, -0.600161, -3.248578], [6.250577, -0.169923, -1.147710], [-4.836568, -2.586757, 4.791384], [7.493931, 1.206652, -3.624754], [1.709227, 0.957191, 0.290114], [3.422249, 4.075171, -1.767690], [-3.334964, -2.487097, 2.129098], [6.542654, -1.036831, -4.112988], [0.210807, 2.518780, 1.596090], [-3.344916, -1.685669, 4.524217], [-5.275670, -3.711247, 1.221673], [1.844996, -0.828936, -1.606760]], "forces_ev_per_a": [[0.0, 0.0, 0.0], [0.0, 0.0, 0.0], [0.0, 0.0, 0.0], [0.0, 0.0, 0.0], [0.0, 0.0, 0.0], [-0.1, 0.1, 0.1], [0.0, 0.0, 0.0], [0.0, 0.0, 0.0], [0.0, 0.0, 0.0], [0.0, 0.0, 0.0], [0.1, 0.0, 0.2], [0.0, 0.0, 0.0], [0.0, 0.0, 0.0], [0.0, -0.1, -0.2], [0.0, 0.0, 0.0], [0.0, 0.0, 0.0], [0.0, 0.0, 0.0], [0.0, 0.0, 0.0], [0.0, 0.0, 0.0], [0.0, 0.0, 0.0], [0.0, 0.0, 0.0], [0.0, 0.0, 0.0], [-0.1, 0.0, -0.1], [0.0, 0.0, 0.0], [0.0, 0.0, 0.0], [0.0, 0.0, 0.0], [0.0, 0.0, 0.0], [0.0, 0.0, 0.0], [0.0, 0.0, 0.0], [0.0, 0.0, 0.0], [0.0, 0.0, 0.0], [0.0, 0.0, 0.0], [0.0, 0.0, 0.0], [0.0, 0.0, 0.0], [0.0, 0.0, 0.0], [0.0, 0.0, 0.0], [0.0, 0.0, 0.0], [0.0, 0.0, 0.0], [0.0, 0.0, 0.0], [0.0, 0.0, 0.0], [0.0, 0.0, 0.0], [0.0, 0.0, 0.0], [0.0, 0.0, 0.0], [0.0, 0.0, 0.0], [0.0, 0.0, 0.0], [0.0, 0.0, 0.0], [0.0, 0.0, 0.0], [0.0, 0.0, 0.0], [0.0, 0.0, 0.0], [0.0, 0.0, 0.0], [0.0, 0.0, 0.0], [0.0, 0.0, 0.0], [0.0, 0.0, 0.0], [0.0, 0.0, 0.0], [0.0, 0.0, 0.0], [0.0, 0.0, 0.0]]}

---

# 2
{"formula": "CH3Cl2N4", "method": "the ωB97M-V functional and the def2-TZVPD basis", "energy_ha": -1178.80453, "lumo_ev": -6.59, "gap_ev": 7.93, "total_charge": 1, "homo_ev": -14.523, "elements": ["Cl", "Cl", "N", "N", "N", "N", "C", "H", "H", "H"], "coordinates": [[2.437979, 1.591995, 0.289141], [2.439183, -1.363254, 0.165544], [0.309302, 0.153782, -0.658869], [-1.743190, 0.176910, 0.314290], [-2.850915, -0.239879, 0.088603], [1.583522, 0.082363, -0.653426], [-0.510822, -0.154876, 0.375170], [-0.184362, -0.790219, 1.313297], [-3.552732, 0.481937, 0.425162], [2.072039, 0.061238, -1.658908]], "forces_ev_per_a": [[-0.5, -0.9, -0.9], [-0.6, 0.4, -0.3], [-2.6, 0.0, 0.1], [-1.1, 0.3, 0.6], [-0.7, 0.8, 0.3], [3.4, 0.0, -0.1], [3.7, -1.8, 0.0], [-0.6, 1.5, -1.7], [0.5, -0.6, -0.5], [-1.6, 0.4, 2.5]]}

---

# 3
{"formula": "C22H28As2BrIrN2O3S", "method": "the ωB97M-V functional and the def2-TZVPD basis", "energy_ha": -8737.57459, "s_squared": 6.048, "lumo_ev": [-7.16, -9.01], "gap_ev": [5.87, 5.73], "multiplicity": 5, "total_charge": 2, "homo_ev": [-13.029, -14.732], "elements": ["Ir", "Br", "As", "As", "S", "O", "O", "O", "N", "N", "C", "C", "C", "C", "C", "C", "C", "C", "C", "C", "C", "C", "C", "C", "C", "C", "C", "C", "C", "C", "C", "C", "H", "H", "H", "H", "H", "H", "H", "H", "H", "H", "H", "H", "H", "H", "H", "H", "H", "H", "H", "H", "H", "H", "H", "H", "H", "H", "H", "H"], "coordinates": [[-4.434145, -8.309825, 16.128902], [-1.773938, -9.659292, 18.543020], [-2.877804, -7.855974, 14.288952], [-4.404393, -10.487130, 15.191411], [-11.717443, -7.920297, 16.962131], [-11.793777, -9.378922, 16.688866], [-11.409723, -7.597496, 18.328378], [-12.668134, -7.146562, 16.180910], [-5.844133, -6.871831, 15.669751], [-4.284045, -8.142286, 18.113334], [-5.896729, -10.730668, 13.993784], [-9.938181, -7.541440, 16.467295], [-9.508902, -6.630158, 15.523438], [-2.200672, -9.583737, 13.710587], [-5.253746, -7.756685, 20.304218], [-4.743797, -7.265955, 19.100600], [-0.954625, -9.629003, 13.027189], [-4.331519, -11.974051, 16.445612], [-5.198418, -9.202090, 20.558181], [-3.004750, -6.889098, 12.582450], [-3.672316, -9.233997, 18.749300], [-8.178607, -6.394926, 15.374360], [-4.259220, -9.920440, 19.816355], [-0.312434, -10.835194, 12.739831], [-1.239540, -7.231071, 15.246460], [-5.834877, -6.695857, 21.266347], [-2.837597, -10.830866, 14.055227], [-7.263238, -7.088124, 16.081943], [-0.923297, -12.056833, 13.035710], [-7.618117, -8.092845, 16.996616], [-8.916849, -8.207440, 17.292488], [-2.141401, -12.084894, 13.767605], [-1.578271, -6.559560, 16.059267], [-0.906617, -8.141756, 15.686111], [-3.346658, -7.596830, 11.852022], [-2.027303, -6.381531, 12.347870], [0.727050, -10.801460, 12.302122], [-10.304044, -6.027497, 15.061351], [-5.393048, -12.065794, 16.900654], [-5.526481, -10.449632, 12.970461], [-5.943221, -6.644619, 14.691339], [-5.847220, -9.723386, 21.294783], [-3.962989, -10.949889, 19.920032], [-0.359901, -12.967435, 12.811257], [-0.481179, -6.782194, 14.600485], [-2.683693, -13.040524, 14.060321], [-4.559868, -6.165593, 18.891229], [-3.628703, -11.612350, 17.304400], [-9.390282, -8.677846, 18.176192], [-3.965987, -12.899446, 16.047614], [-6.723489, -10.023450, 14.260183], [-0.546343, -8.732818, 12.541706], [-5.538076, -6.018569, 16.095904], [-3.748172, -6.117011, 12.731912], [-5.730907, -5.728281, 20.775575], [-7.903356, -5.652290, 14.573735], [-6.865776, -6.915653, 21.511762], [-5.325414, -6.596655, 22.217596], [-6.237562, -11.746688, 13.978393], [-6.932652, -8.779919, 17.565946]], "forces_ev_per_a": [[1.0, 0.4, -0.2], [-1.4, 0.2, -0.9], [2.1, 0.2, -0.4], [0.3, -2.8, -0.5], [4.1, 1.8, -1.9], [-1.0, 0.4, 0.5], [-2.2, -0.6, 1.2], [0.6, -1.2, 1.0], [-2.2, 0.0, 0.2], [2.9, -1.0, 3.2], [-0.3, 1.5, -1.0], [1.1, -0.8, 0.5], [-3.2, -0.2, 0.9], [0.6, -2.0, -0.5], [0.0, 0.0, 0.3], [-0.5, 0.1, -0.1], [-0.8, 0.1, -0.5], [-1.0, 1.6, 2.7], [-0.3, 0.8, -0.5], [0.7, 0.9, 0.9], [0.1, 0.1, -0.6], [0.5, 1.8, -2.0], [-0.8, 1.4, -0.5], [0.5, 0.2, -0.2], [-1.3, 0.8, -0.1], [0.5, -0.6, -0.6], [2.2, 0.9, 0.1], [1.5, -1.3, -0.2], [-0.4, 0.0, 1.3], [1.9, -0.1, 0.8], [-5.0, 0.6, -0.4], [-1.6, 0.9, -0.2], [0.4, -0.2, -0.6], [0.6, -0.6, 0.4], [0.1, -0.2, -0.5], [-1.0, -0.8, 0.1], [-1.5, -0.1, 0.3], [0.7, -0.3, -0.4], [1.8, -0.1, -0.7], [-0.4, -0.3, 0.9], [0.5, 0.0, -0.4], [0.7, 0.7, -0.3], [0.0, -0.1, 0.7], [-0.5, 0.2, 0.1], [-0.2, -0.1, 0.1], [1.1, 1.2, -0.5], [-1.0, -1.5, 0.1], [-1.2, -0.8, -1.6], [1.1, -0.4, -0.7], [0.0, -0.4, -0.4], [0.6, -0.8, -0.1], [0.0, -0.1, 0.8], [0.4, 0.8, 0.4], [-0.2, 0.3, -0.2], [-0.4, 0.0, 0.1], [0.0, -0.7, 1.1], [-0.3, 0.1, -0.2], [0.4, -0.4, 0.1], [-0.2, -0.5, 0.0], [-0.3, 1.2, -0.7]]}

---

# 4
{"formula": "C28H47NO2P2Pd", "method": "the ωB97M-V functional and the def2-TZVPD basis", "energy_ha": -2110.18546, "s_squared": 6.020, "lumo_ev": [-4.36, -8.98], "gap_ev": [8.19, 4.53], "multiplicity": 5, "total_charge": 2, "homo_ev": [-12.550, -13.510], "elements": ["Pd", "P", "P", "O", "O", "N", "C", "C", "C", "C", "C", "C", "C", "C", "C", "C", "C", "C", "C", "C", "C", "C", "C", "C", "C", "C", "C", "C", "C", "C", "C", "C", "C", "C", "H", "H", "H", "H", "H", "H", "H", "H", "H", "H", "H", "H", "H", "H", "H", "H", "H", "H", "H", "H", "H", "H", "H", "H", "H", "H", "H", "H", "H", "H", "H", "H", "H", "H", "H", "H", "H", "H", "H", "H", "H", "H", "H", "H", "H", "H", "H"], "coordinates": [[-1.825287, -0.787316, 1.334777], [3.964137, 0.594472, -2.276679], [4.503660, -1.923007, -3.875990], [0.090505, -2.501615, 1.247675], [-0.767427, 0.769108, 4.467784], [-0.464602, -0.757468, 2.695832], [5.967743, -0.728908, -3.817588], [0.594981, 0.694483, -0.172966], [-4.433943, 0.225572, 0.839600], [-1.781501, 2.867339, 1.383009], [-5.094229, 1.045064, -0.203716], [3.190844, 2.115929, -2.989964], [-0.242728, -0.227853, 3.956611], [-2.343272, 3.112276, 0.031395], [0.238316, -1.898269, 2.337154], [-4.768782, 1.789923, 2.863041], [-3.888917, -1.084710, 0.618521], [4.238955, -1.654825, -5.696216], [4.921423, 1.358605, -0.887716], [5.457089, 0.660642, -3.459479], [-1.704322, 0.833617, -1.281856], [-3.917267, -1.888825, -0.622709], [-4.302532, 0.547112, 2.203552], [-3.709541, -0.549978, 2.893652], [-3.101295, -3.017979, 2.208995], [-0.715575, 0.108648, -0.664916], [-0.597255, 2.277832, 1.649290], [-3.606198, -0.710492, 4.351703], [5.611209, -3.352800, -4.159633], [1.120457, -2.174875, 3.507986], [0.537998, 1.968889, 0.731334], [0.790247, -1.133478, 4.558113], [-3.500174, -1.631953, 1.933436], [-1.783995, 2.303184, -1.229117], [-2.611975, 0.325697, -1.650311], [-3.499106, 0.257912, 4.860692], [1.644503, -0.530518, 4.865817], [-3.926500, -1.252913, -1.520261], [5.440840, 2.267374, -1.224230], [-3.985738, -3.600293, 2.462328], [-2.408364, -3.054418, 3.059343], [2.788631, 1.864337, -3.984998], [6.279409, 1.232080, -3.005324], [-0.386687, 1.973144, 2.682026], [-4.775969, 2.659403, 2.186876], [6.477033, -0.732449, -4.796868], [-5.804092, 1.641220, 3.198461], [0.668992, 2.846972, 0.092756], [-2.606372, -3.456187, 1.334328], [6.343924, -3.155657, -4.940352], [5.182100, -1.705453, -6.250872], [-2.755241, -1.341385, 4.635937], [-4.834639, -2.493766, -0.630690], [-2.557819, 2.859281, 2.165578], [0.901202, -3.183855, 3.838821], [-6.129517, 0.680680, -0.307421], [-4.515406, -1.193633, 4.746557], [6.713041, -1.098241, -3.093190], [-0.704094, -1.008056, -0.724549], [3.758724, -0.697346, -5.906252], [5.669465, 0.635093, -0.531995], [3.594832, -2.460270, -6.056117], [-2.471755, 2.588272, -2.049169], [0.338923, -1.585094, 5.443343], [1.427301, 1.887183, 1.386364], [1.194129, 0.965308, -1.054266], [2.143746, -2.096462, 3.159241], [5.196634, 1.204955, -4.381920], [5.015809, -4.206506, -4.469562], [-4.622522, 0.961481, -1.200694], [-3.455317, 3.051591, 0.054816], [4.227089, 1.603503, -0.074465], [-3.060569, -2.575116, -0.669718], [2.373268, 2.433219, -2.324092], [-2.062376, 4.157149, -0.210463], [3.936900, 2.920308, -3.093739], [-5.167335, 2.112367, 0.069589], [1.146058, -0.091871, 0.371374], [6.149804, -3.611577, -3.251985], [-0.777850, 2.705041, -1.436299], [-4.171840, 2.049154, 3.750639]], "forces_ev_per_a": [[1.4, 2.7, -3.0], [2.7, 2.2, -1.5], [3.3, 0.9, -2.3], [-0.3, 1.4, 1.8], [0.8, -2.1, -1.3], [0.2, -0.2, -0.3], [-0.2, 0.2, 0.8], [-0.4, 0.1, 0.6], [0.3, -0.2, -0.6], [0.1, -2.5, 0.3], [-0.4, 0.3, -0.3], [-1.1, -0.4, 0.2], [-0.3, 0.8, 0.5], [0.2, 0.5, -1.2], [-0.1, 0.8, 0.7], [-0.1, 0.4, 0.1], [-0.9, -0.6, 1.3], [-1.4, 0.0, 0.1], [-0.6, -0.7, 0.9], [0.3, -0.5, -0.5], [-0.1, -1.6, 2.3], [-0.1, 0.0, -0.5], [0.3, 0.1, 0.5], [-0.9, -1.2, -0.5], [-0.1, -0.6, 0.3], [-0.4, -0.1, -1.3], [-1.0, -0.4, 0.9], [0.2, 0.2, 0.7], [-0.6, -1.2, 0.9], [0.5, -0.7, -0.3], [0.9, 0.4, -0.4], [0.2, 0.2, 0.8], [-1.9, 1.0, 0.1], [-0.2, 1.5, -0.4], [0.8, 0.0, 0.0], [0.0, -0.4, -0.1], [0.0, -0.1, 0.2], [0.0, -0.3, 0.3], [-0.4, -0.3, -0.1], [0.0, -0.3, 0.0], [-0.2, -0.1, -0.2], [0.0, 0.2, 0.4], [-0.5, 0.0, 0.1], [-0.4, 0.5, -0.3], [0.0, -0.4, 0.2], [-0.4, -0.2, 0.4], [0.1, 0.1, 0.0], [0.3, -0.1, 0.0], [-0.2, -0.1, 0.2], [-0.2, 0.4, 0.0], [-0.1, 0.0, 0.5], [-0.2, 0.1, 0.0], [0.1, 0.0, -0.1], [0.9, 0.5, 0.0], [0.4, -0.3, 0.1], [0.2, 0.1, -0.1], [0.2, 0.1, -0.1], [-0.4, 0.1, -0.1], [-0.1, 0.8, -0.4], [-0.1, -0.1, 0.0], [-0.3, 0.2, 0.0], [-0.1, 0.2, -0.2], [0.6, 0.2, 0.2], [0.2, 0.1, 0.1], [-0.2, 0.3, -0.5], [0.0, -0.2, 0.1], [0.3, -0.3, 0.1], [-0.3, -0.2, 0.4], [0.1, -0.3, 0.0], [-0.2, 0.0, 0.5], [1.0, 0.2, 0.0], [0.3, 0.0, 0.0], [-0.3, 0.1, -0.1], [0.2, 0.1, -0.4], [-0.6, -0.3, -0.2], [-0.2, -0.4, 0.2], [0.0, -0.6, -0.1], [-0.2, 0.2, -0.3], [0.0, -0.1, 0.1], [-0.5, 0.0, -0.1], [-0.2, -0.2, -0.3]]}